Below is 2 unconnected molecules or ions with the total composition C4H8O2 in a non-equilibrium geometry, with properties calculated with ωB97M-V with the def2-TZVPD basis set.

Atoms and positions in Å:
1 C 1.3315 2.6790 -0.7762
2 C 0.4100 1.9734 -0.0074
3 O 0.6608 2.1228 1.3780
4 H 1.0384 3.1482 -1.7602
5 H 2.4112 2.7469 -0.6167
6 H -0.6229 2.1300 -0.1963
7 H 1.5952 1.8258 1.3168
8 C -1.4084 -3.2757 0.1278
9 C -0.3839 -2.5034 -0.2714
10 O -0.5928 -1.1829 -0.5459
11 H -1.6700 -4.2710 0.2384
12 H -2.3675 -2.6341 0.4056
13 H 0.6206 -2.9121 -0.6042
14 H -1.2442 -0.7935 0.1232

The calculation puts the frontier orbital gap (spin up / spin down) at 7.77 / 3.06 eV. The spin multiplicity is 2. Its charge is +1. The lowest unoccupied orbital energy (spin up / spin down) comes out at -0.2009 / -0.3325 hartree. For the energy above the lowest of the compared OMol25 structures with the same formula, charge and spin, the calculation gives 335.5 kJ/mol.